(1)
111
Properties=species:S:1:pos:R:3 method="wB97M-V/def2-TZVPD" relative_energy_kcal_mol=14.0 charge=+3
Zr -0.370 0.639 0.101
N -3.721 0.342 2.978
C -3.650 1.704 3.225
C -4.430 2.513 4.041
C -4.042 3.831 4.145
C -2.912 4.303 3.462
C -2.157 3.487 2.644
C -2.544 2.156 2.508
N -1.979 1.067 1.806
C -2.710 0.017 2.165
C -2.354 -1.355 1.853
C -3.025 -2.478 2.216
S -2.085 -3.845 1.849
C -0.870 -2.842 1.225
N -1.122 -1.557 1.270
H -4.353 -0.304 3.423
H -5.282 2.126 4.583
H -4.602 4.505 4.778
H -2.619 5.336 3.594
H -1.275 3.878 2.162
H -3.990 -2.574 2.687
H 0.040 -3.264 0.835
Cl 1.738 -1.973 -0.272
C 2.123 -1.058 1.174
C 1.310 0.031 1.477
C 1.666 0.698 2.644
Cl 0.674 2.020 3.175
C 2.766 0.353 3.434
Cl 3.150 1.255 4.834
C 3.552 -0.738 3.068
Cl 4.898 -1.190 4.009
C 3.220 -1.462 1.921
Cl 4.166 -2.806 1.439
C 3.680 0.387 -1.127
C 2.346 0.390 -1.814
O 1.312 0.832 -1.237
N 2.293 -0.092 -3.040
C 1.097 -0.187 -3.875
C 0.362 -1.493 -3.694
C 0.476 -2.507 -4.635
C -0.196 -3.702 -4.423
C -0.965 -3.834 -3.279
C -1.036 -2.761 -2.404
N -0.393 -1.606 -2.595
H 3.602 0.888 -0.167
H 4.426 0.889 -1.741
H 4.008 -0.641 -0.967
H 3.159 -0.449 -3.419
H 1.424 -0.080 -4.908
H 0.451 0.649 -3.622
H 1.090 -2.368 -5.515
H -0.120 -4.511 -5.138
H -1.506 -4.746 -3.066
H -1.650 -2.821 -1.512
C 0.611 7.068 0.542
Si 1.186 5.476 1.328
C 3.010 5.196 1.106
C 0.736 5.502 3.128
Sb 0.098 3.519 -0.087
Si 1.288 4.261 -2.298
C 0.419 3.565 -3.816
C 3.054 3.638 -2.214
C 1.357 6.108 -2.494
Si -2.262 4.599 -0.510
C -2.610 6.034 0.638
C -3.610 3.292 -0.268
C -2.361 5.199 -2.276
H 1.466 7.747 0.483
H -0.142 7.549 1.164
H 0.206 6.966 -0.463
H 3.545 5.948 1.692
H 3.332 5.300 0.069
H 3.319 4.214 1.469
H 1.353 6.289 3.576
H 0.948 4.582 3.665
H -0.305 5.781 3.294
H 1.146 3.084 -4.475
H -0.042 4.379 -4.380
H -0.350 2.841 -3.555
H 3.333 3.256 -1.234
H 3.733 4.462 -2.444
H 3.228 2.864 -2.962
H 0.381 6.582 -2.582
H 1.890 6.278 -3.436
H 1.918 6.611 -1.708
H -3.570 5.879 1.132
H -2.668 6.959 0.060
H -1.863 6.181 1.414
H -3.244 2.298 -0.012
H -4.220 3.219 -1.173
H -4.274 3.601 0.541
H -1.790 6.119 -2.409
H -3.404 5.440 -2.499
H -2.005 4.478 -3.014
O -2.273 -0.139 -0.751
C -2.229 0.521 -1.832
O -1.372 1.417 -1.999
C -3.242 0.205 -2.907
N -3.120 1.235 -4.017
C -4.476 1.900 -4.188
C -5.442 0.857 -3.656
C -4.707 0.271 -2.449
H -2.988 -0.769 -3.324
H -2.830 0.792 -4.888
H -2.383 1.900 -3.751
H -4.611 2.172 -5.232
H -4.462 2.802 -3.580
H -5.625 0.089 -4.409
H -6.400 1.300 -3.394
H -5.070 -0.715 -2.175
H -4.799 0.922 -1.579


(2)
106
Properties=species:S:1:pos:R:3 method="wB97M-V/def2-TZVPD" energy_ha=-8599.87700 s_squared=2.032 spin_multiplicity=3 charge=+3
Mo 0.534 1.939 -0.254
Se -0.653 -2.599 5.454
P -0.997 -2.824 3.409
C -0.145 -4.195 2.721
C -0.270 -5.456 3.312
C 0.565 -6.516 2.928
C 1.426 -6.285 1.857
C 1.483 -5.071 1.239
C 0.708 -4.017 1.685
C -2.788 -3.140 3.040
C -3.347 -4.226 2.363
C -4.736 -4.395 2.336
C -5.610 -3.517 2.933
C -5.045 -2.460 3.642
C -3.674 -2.266 3.717
C -0.505 -1.249 2.419
C -0.482 -0.762 1.103
N 0.166 0.446 1.132
N 0.567 0.671 2.399
N 0.238 -0.372 3.163
P -1.354 -1.157 -0.387
Se -0.419 0.223 -1.888
C -3.088 -0.709 -0.274
C -3.616 -0.252 0.954
C -4.994 0.022 0.988
C -5.703 0.045 -0.185
C -5.184 -0.431 -1.375
C -3.877 -0.852 -1.406
C -1.013 -2.762 -1.012
C 0.162 -3.007 -1.762
C 0.463 -4.317 -2.065
C -0.339 -5.366 -1.639
C -1.435 -5.115 -0.844
C -1.776 -3.806 -0.555
H -0.950 -5.594 4.153
H 0.576 -7.434 3.479
H 2.110 -7.060 1.585
H 2.217 -4.897 0.483
H 0.731 -3.039 1.241
H -2.705 -4.999 1.972
H -5.123 -5.365 1.964
H -6.691 -3.800 2.922
H -5.561 -1.709 4.167
H -3.273 -1.462 4.321
H -3.024 -0.255 1.820
H -5.333 0.367 1.912
H -6.756 0.327 -0.129
H -5.833 -0.478 -2.272
H -3.575 -1.366 -2.293
H 0.799 -2.186 -2.105
H 1.373 -4.507 -2.593
H -0.040 -6.415 -1.837
H -1.975 -5.968 -0.418
H -2.641 -3.622 0.099
Cl -2.132 2.551 0.241
C -0.603 3.432 0.723
H -0.589 3.565 1.783
H -0.572 4.391 0.238
N 0.762 7.010 -3.755
C 0.862 5.517 -3.786
P -0.194 4.746 -2.442
O -0.671 5.894 -1.603
O 0.518 3.486 -1.976
C -1.727 4.060 -3.304
N -2.922 4.394 -2.406
H 1.703 7.440 -3.751
H 0.210 7.263 -2.884
H 0.322 7.438 -4.578
H 1.918 5.264 -3.537
H 0.551 5.177 -4.791
H -1.777 2.964 -3.518
H -1.857 4.601 -4.227
H -2.654 5.286 -2.011
H -2.961 3.631 -1.667
H -3.810 4.520 -2.951
C 2.842 -1.059 0.399
C 3.777 -0.002 -0.105
C 5.071 0.166 0.668
P 2.894 1.574 -0.439
C 3.760 2.318 -1.883
C 5.265 2.302 -1.974
C 3.128 1.593 -3.102
C 2.837 2.831 0.949
C 3.263 4.304 0.613
C 3.400 2.271 2.249
H 3.212 -2.057 0.307
H 1.850 -1.073 -0.105
H 2.551 -0.892 1.451
H 3.926 -0.315 -1.166
H 4.856 0.103 1.722
H 5.587 1.105 0.476
H 5.738 -0.645 0.461
H 3.410 3.338 -1.905
H 5.676 1.347 -2.269
H 5.857 2.628 -1.102
H 5.512 3.014 -2.810
H 3.207 0.519 -3.070
H 3.620 1.916 -4.053
H 2.100 1.853 -3.212
H 1.802 2.956 1.277
H 4.309 4.346 0.445
H 3.015 5.052 1.368
H 2.862 4.638 -0.344
H 4.475 2.471 2.324
H 3.341 1.165 2.352
H 2.896 2.843 3.060


(3)
116
Properties=species:S:1:pos:R:3 method="wB97M-V/def2-TZVPD" relative_energy_kcal_mol=60.6 s_squared=8.786 spin_multiplicity=6 charge=-1
Ru -0.178 0.515 -0.267
N -1.305 -0.741 -1.629
C -2.318 0.121 -2.259
C -3.106 -0.586 -3.367
C -2.295 -1.483 -4.321
C -1.184 -0.786 -5.118
N -1.606 0.487 -5.707
C -2.622 0.646 -6.506
N -3.122 -0.362 -7.265
N -3.173 1.878 -6.617
C -1.637 1.443 -2.691
O -2.170 2.106 -3.630
O -0.619 1.764 -2.061
H -0.648 -1.075 -2.330
H -1.720 -1.548 -1.178
H -3.010 0.449 -1.480
H -3.628 0.194 -3.926
H -3.875 -1.218 -2.914
H -3.008 -1.946 -5.009
H -1.815 -2.300 -3.778
H -0.787 -1.459 -5.883
H -0.345 -0.537 -4.469
H -1.561 1.254 -4.975
H -2.493 -1.137 -7.413
H -3.597 -0.071 -8.106
H -2.970 2.489 -5.830
H -4.135 1.915 -6.917
F 5.394 2.935 -6.056
C 4.637 2.348 -5.116
C 4.962 1.094 -4.638
F 6.056 0.471 -5.109
C 4.174 0.495 -3.675
F 4.558 -0.706 -3.227
C 3.021 1.098 -3.164
S 2.041 0.310 -1.968
C 2.734 2.374 -3.657
F 1.670 3.035 -3.214
C 3.522 2.989 -4.612
F 3.209 4.212 -5.068
O 2.672 2.697 1.058
C 1.461 2.980 1.135
N 0.405 2.193 0.682
C -0.812 2.814 0.888
O -1.891 2.243 0.512
C -0.581 4.041 1.578
C -1.434 5.027 2.095
C -0.875 6.098 2.757
C 0.534 6.212 2.907
C 1.384 5.248 2.399
C 0.837 4.152 1.733
H -2.509 4.940 1.978
H -1.514 6.871 3.170
H 0.943 7.068 3.432
H 2.458 5.335 2.516
C 0.144 -3.312 1.820
C -1.229 -2.949 2.412
C -1.449 -3.734 3.708
C -2.265 -3.395 1.371
P -1.332 -1.048 2.557
N -0.764 -0.446 1.252
C -3.167 -0.566 2.800
C -3.235 0.875 3.329
C -3.821 -0.512 1.410
C -3.968 -1.473 3.736
C -0.352 -0.512 4.082
C 1.000 -1.242 4.051
C -0.010 0.978 3.922
C -1.041 -0.768 5.425
H 0.079 -4.297 1.346
H 0.917 -3.366 2.584
H 0.453 -2.582 1.070
H -1.380 -4.803 3.480
H -2.427 -3.553 4.152
H -0.686 -3.507 4.451
H -2.096 -4.451 1.135
H -2.142 -2.821 0.452
H -3.290 -3.299 1.724
H -2.697 1.555 2.666
H -2.857 0.970 4.345
H -4.286 1.185 3.342
H -3.167 0.049 0.743
H -4.771 0.027 1.488
H -4.025 -1.493 0.984
H -3.528 -1.523 4.733
H -4.067 -2.489 3.354
H -4.978 -1.064 3.840
H 1.433 -1.193 3.049
H 0.921 -2.282 4.373
H 1.680 -0.733 4.742
H 0.526 1.134 2.987
H 0.645 1.274 4.747
H -0.872 1.638 3.926
H -1.346 -1.808 5.551
H -1.916 -0.135 5.566
H -0.333 -0.531 6.226
O 2.086 -0.764 1.057
S 3.455 -1.184 0.600
C 4.511 0.254 0.934
C 4.813 0.197 2.422
C 5.227 -1.248 2.693
C 4.156 -2.118 2.034
H 3.926 1.129 0.630
H 5.412 0.155 0.320
H 3.895 0.434 2.967
H 5.578 0.917 2.718
H 5.318 -1.459 3.761
H 6.199 -1.441 2.230
H 3.302 -2.300 2.685
H 4.533 -3.069 1.655
F 1.033 -2.443 -1.523
C 1.824 -2.209 -2.608
F 0.971 -2.104 -3.693
C 2.639 -3.475 -2.822
F 3.330 -3.790 -1.722
F 1.865 -4.548 -3.121
F 3.500 -3.326 -3.839


(4)
105
Properties=species:S:1:pos:R:3 method="wB97M-V/def2-TZVPD" relative_energy_kcal_mol=47.3 s_squared=0.764 spin_multiplicity=2 charge=+1
Ru 0.259 -0.170 0.335
C 5.409 1.075 0.724
C 4.361 -0.029 0.918
C 4.196 -0.898 -0.307
C 5.221 -1.765 -0.673
C 5.101 -2.595 -1.774
C 3.924 -2.597 -2.510
C 2.869 -1.766 -2.163
C 1.616 -1.724 -3.004
C 1.704 -0.619 -4.067
C 3.032 -0.897 -1.079
N 2.007 0.076 -0.810
C 2.284 1.313 -1.084
C 1.521 2.311 -0.526
C 1.610 3.704 -0.540
C 0.671 4.154 0.386
C 0.053 3.016 0.920
N 0.563 1.911 0.362
H 5.526 1.645 1.647
H 5.111 1.769 -0.066
H 6.379 0.655 0.455
H 3.411 0.419 1.197
H 4.669 -0.666 1.751
H 6.135 -1.780 -0.088
H 5.920 -3.247 -2.053
H 3.831 -3.234 -3.384
H 0.752 -1.567 -2.357
H 1.495 -2.682 -3.505
H 1.618 0.371 -3.615
H 0.918 -0.732 -4.817
H 2.664 -0.669 -4.583
H 3.153 1.548 -1.691
H 2.289 4.295 -1.136
H 0.455 5.174 0.661
H -0.705 2.975 1.686
O -1.956 1.145 0.571
S -2.657 2.375 0.034
C -4.328 1.833 -0.455
C -4.310 0.389 -0.945
C -4.476 -0.596 0.208
C -4.161 -2.034 -0.193
S -2.422 -2.497 0.092
O -1.608 -1.312 -0.419
C -2.568 -2.399 1.872
C -2.043 -1.349 2.598
C -2.183 -1.332 3.981
C -2.867 -2.357 4.620
C -3.409 -3.402 3.878
C -3.254 -3.431 2.503
C -2.100 2.616 -1.653
C -1.287 1.699 -2.291
C -0.937 1.913 -3.619
C -1.382 3.046 -4.285
C -2.175 3.977 -3.626
C -2.536 3.764 -2.305
H -4.637 2.537 -1.227
H -4.974 1.962 0.417
H -3.369 0.198 -1.460
H -5.119 0.238 -1.663
H -5.506 -0.545 0.569
H -3.829 -0.302 1.032
H -4.359 -2.213 -1.253
H -4.722 -2.759 0.397
H -1.551 -0.524 2.107
H -1.760 -0.515 4.554
H -2.979 -2.344 5.697
H -3.948 -4.200 4.375
H -3.667 -4.251 1.922
H -0.936 0.820 -1.769
H -0.321 1.190 -4.136
H -1.108 3.205 -5.320
H -2.515 4.867 -4.140
H -3.155 4.486 -1.781
C 0.024 -4.277 2.953
N 0.216 -5.012 1.699
C 0.525 -6.423 1.922
P 0.927 -4.209 0.427
O 0.439 -2.791 0.385
N 0.569 -5.199 -0.841
C -0.830 -5.572 -1.058
C 1.338 -5.152 -2.080
N 2.571 -4.298 0.553
C 3.173 -3.384 1.532
C 3.315 -5.547 0.391
H -0.908 -4.585 3.425
H -0.014 -3.208 2.760
H 0.841 -4.477 3.658
H -0.310 -6.898 2.444
H 1.422 -6.550 2.539
H 0.672 -6.933 0.973
H -1.377 -5.540 -0.120
H -0.876 -6.586 -1.461
H -1.315 -4.896 -1.771
H 2.259 -4.598 -1.931
H 0.759 -4.682 -2.877
H 1.589 -6.166 -2.403
H 2.611 -2.454 1.572
H 4.196 -3.165 1.237
H 3.193 -3.829 2.536
H 2.711 -6.297 -0.113
H 3.629 -5.948 1.360
H 4.210 -5.365 -0.209
O 1.504 0.732 4.096
C 1.305 0.207 3.066
N 1.149 -0.417 2.044